# C35H50Cl2O26

11 unconnected molecules or ions with the total composition C35H50Cl2O26 (the ωB97M-V functional and the def2-TZVPD basis, the OMol25 dataset).

Structure (XYZ):
```
113
Properties=species:S:1:pos:R:3:forces:R:3
O 18.2630 14.0601 18.4006 -1.4573 -0.0640 -0.0315
C 17.0823 13.7741 18.4336 1.9168 1.5251 -0.9737
C 15.8991 14.5515 17.7940 0.6359 -0.6483 -0.2139
C 14.7296 13.7545 18.2521 -1.4732 -0.0484 1.1615
C 15.2408 12.4996 19.0058 0.5692 0.9671 -0.9036
O 16.6816 12.6578 19.0251 -0.9693 -0.6863 0.4376
H 15.7774 15.5908 18.0994 0.6832 -0.0992 0.0926
H 15.9278 14.5570 16.7044 0.6938 -0.0729 0.1442
H 14.2503 14.3962 18.9914 -0.6328 -0.2432 -0.0330
H 14.0243 13.5199 17.4549 0.0379 -0.1381 0.1003
H 14.8948 12.5134 20.0393 -0.0078 -0.4660 -0.1475
H 15.0044 11.5971 18.4422 0.0343 -0.1293 0.4033
O 17.6553 10.4561 15.6961 0.0017 1.4223 -2.9192
C 17.5792 11.1726 14.6939 -0.0461 -0.6116 1.3103
C 16.9599 12.5613 14.5983 -0.2232 0.4004 -0.3907
C 17.1530 12.9850 13.1679 -0.3003 0.6383 -1.2557
C 17.7321 11.7516 12.4142 -0.7973 1.7967 0.1381
O 17.9848 10.8076 13.4238 0.4091 -1.1696 1.6652
H 15.8876 12.5013 14.7849 0.0438 -0.3345 0.4793
H 17.3688 13.3762 15.1958 0.2286 -0.7228 0.7378
H 16.2210 13.3471 12.7340 -0.1737 -0.3870 -0.2236
H 17.7661 13.8815 13.0760 0.4812 -0.2840 0.0768
H 17.0198 11.3580 11.6892 0.0519 -0.2202 0.1863
H 18.6301 12.0652 11.8819 0.2512 -0.4786 0.2086
O 10.4919 13.5848 9.8064 -3.2355 0.0601 -0.0209
C 9.2516 13.5754 9.9603 4.8190 0.1542 -0.6534
C 8.1744 13.9101 8.9621 -0.1911 -0.3767 0.0689
C 6.9373 13.5490 9.7250 -1.3795 -0.1254 0.2758
C 7.3674 13.3545 11.1854 -0.7701 1.3388 -0.4389
O 8.7795 13.2513 11.1601 0.0686 -0.8893 -0.0283
H 8.1405 14.9632 8.6831 0.5790 -0.0652 0.0194
H 8.2153 13.2930 8.0646 0.6029 0.2414 -0.0023
H 6.2100 14.3557 9.6329 -0.2371 -0.2697 0.1620
H 6.4848 12.6310 9.3501 -0.0243 0.0719 -0.0356
H 7.2254 14.2946 11.7184 -0.7024 -0.2520 0.4242
H 6.8428 12.5107 11.6335 0.5589 0.0801 0.3190
O 13.7417 11.3644 15.6996 -1.2430 0.7179 -1.3527
C 13.1352 11.4967 14.6347 2.3916 -2.8131 2.5096
C 12.3262 10.4199 13.9482 -0.7918 0.4182 0.2103
C 11.6335 11.2969 12.9311 -1.3743 -0.6827 -0.8308
C 12.6386 12.3458 12.6447 -0.0078 -0.0092 -1.1897
O 13.2740 12.5351 13.8754 0.3629 2.8005 1.0262
H 12.9420 9.6601 13.4670 0.2660 0.0814 0.4121
H 11.7114 10.0011 14.7448 -0.1616 -0.3283 -0.3802
H 11.2625 10.9332 11.9729 0.1820 -0.7835 0.1035
H 10.7534 11.7901 13.3438 -0.0245 0.0227 0.4077
H 13.4962 12.0623 12.0346 -0.5739 -0.0510 -0.9468
H 12.0377 13.1732 12.2673 0.9405 0.7062 0.0825
O 15.4426 9.5817 12.3602 -1.3920 -1.0389 0.2961
C 15.0514 8.4635 12.1467 1.5293 0.1618 -0.0642
O 14.4473 7.6079 13.0205 -0.5463 0.7237 0.0567
C 14.3098 6.2870 12.4798 1.7036 0.2377 -0.5729
C 14.9363 6.4516 11.0852 -0.9160 0.0502 -0.6135
O 15.3298 7.8399 10.9785 -0.3744 -1.0587 0.4456
H 14.9893 5.6312 13.0242 -0.4715 -0.0013 0.4904
H 13.3008 5.8762 12.4450 -0.0412 0.5427 0.3199
H 14.1752 6.2707 10.3262 0.2400 -0.0241 -0.2191
H 15.7656 5.7571 10.9506 0.1763 0.4571 -0.1641
O 8.0439 12.3377 15.8952 0.8979 1.5997 0.9651
C 9.0310 12.7039 16.5043 -2.1684 -0.7992 0.3996
O 10.1884 12.1543 16.2823 1.8423 -0.7718 -1.1740
C 11.2068 12.7924 17.0376 1.7763 -1.1159 -0.8681
C 10.4605 13.4214 18.1278 0.4771 1.8377 -0.3045
O 9.1274 13.5789 17.5636 -0.2466 -0.9598 -0.0870
H 11.9133 12.0432 17.3950 -0.2091 -0.2031 -0.0911
H 11.8253 13.4648 16.4432 -0.4716 0.1850 -0.4226
H 10.8586 14.4340 18.1922 -0.2131 -0.0154 0.9067
H 10.6788 12.7996 18.9960 -1.5195 0.3439 0.5314
O 16.1516 14.6226 10.1822 -2.7162 -0.6360 -1.8119
C 15.3381 14.1402 9.3852 4.1385 -0.1907 3.2528
O 15.2468 14.4635 8.1338 0.3635 1.0565 -2.2024
C 14.4773 13.5434 7.3890 -1.5651 -0.9578 0.4840
C 13.9067 12.6014 8.5038 -0.0658 0.7747 -0.6279
O 14.6801 13.0121 9.6416 -1.3750 -0.8209 0.4003
H 13.7312 14.1388 6.8628 -0.1252 -0.3020 0.0284
H 14.9674 12.8764 6.6798 0.9487 0.7647 -0.0410
H 14.0721 11.5454 8.2904 0.2582 0.1250 0.1699
H 12.8359 12.7536 8.6388 0.0517 0.1391 0.4561
O 11.4029 16.5905 16.4313 1.3473 0.6380 2.0917
C 10.5647 16.1502 15.7306 3.7461 0.3087 0.8432
O 9.3759 16.4932 15.6845 -5.6511 2.2527 0.7585
C 8.7705 16.0465 14.5031 -0.8686 0.1562 -1.3590
C 9.8330 15.1700 13.8973 -1.0821 -1.2949 -0.9891
O 10.8376 15.2788 14.8214 2.9199 -2.7253 -1.5015
H 7.8780 15.4517 14.6974 -0.1360 0.5239 0.2116
H 8.6141 16.8922 13.8334 -0.5864 0.1501 0.3547
H 10.2084 15.4567 12.9150 -0.1946 0.0477 -0.0440
H 9.4436 14.1521 13.8810 0.3776 -0.2474 -0.3257
O 17.2754 16.8936 14.0023 -4.8274 -1.3597 0.0762
C 16.0665 16.5232 14.0448 6.6497 1.8025 1.2331
O 15.3182 16.2934 13.0132 1.0930 0.1512 -2.1817
C 14.1388 15.7184 13.3890 -2.3749 0.1180 0.8857
C 14.1233 15.9595 14.9070 -2.0442 -0.3103 -1.5044
O 15.4225 16.3018 15.2065 1.3371 -0.1162 0.2284
H 13.3240 16.3304 13.0021 -0.1084 -0.4255 -0.5744
H 14.0090 14.6652 13.1401 0.5028 0.1495 -0.3631
H 13.7593 15.0105 15.3007 0.1129 0.4825 1.0770
H 13.4947 16.8421 15.0250 -0.2408 -0.4517 0.9762
O 7.6190 6.8189 17.7372 1.6517 0.1231 -4.1434
C 8.0358 6.8839 16.5627 -1.0040 1.4213 4.7693
O 8.8371 7.8948 16.1015 -0.9058 0.4312 2.7669
C 9.2173 7.7192 14.7977 -0.1220 -0.8933 -0.9598
C 8.2107 6.6453 14.3478 1.4886 -0.9601 -0.6496
O 7.7440 6.0489 15.6014 -0.4584 0.1813 -2.2308
H 9.0600 8.6357 14.2289 0.2736 0.0506 0.0945
H 10.2632 7.4131 14.8210 0.0842 -0.0631 -0.5262
H 8.6666 5.8236 13.7954 0.0834 0.0526 0.0611
H 7.5234 7.1148 13.6441 -1.0559 -0.2956 0.8538
Cl 13.5228 8.0258 16.3044 -0.7607 -0.5132 -0.1930
C 15.0699 8.6204 16.8308 0.6287 0.1018 0.6545
Cl 15.7282 7.6516 18.2230 -0.2934 0.4755 -0.7181
H 15.7663 8.5561 15.9947 0.0013 0.1645 0.3560
H 14.8887 9.6376 17.1778 0.4181 -0.2239 -0.1588
```
Positions in Å, forces in eV/Å.

E: -4240.2493 Ha
orbital gap: 8.93 eV
SMILES: O=C1CCCO1.O=C1CCCO1.O=C1CCCO1.O=C1CCCO1.O=C1OCCO1.O=C1OCCO1.O=C1OCCO1.O=C1OCCO1.O=C1OCCO1.O=C1OCCO1.ClCCl
total charge: 0

Atom charges from the Mulliken analysis, given in e for atoms 1 to 5: atom 1 (O): -0.634, atom 2 (C): 0.367, atom 3 (C): 0.545, atom 4 (C): 0.429, atom 5 (C): -0.080